Entry from OMol25: C5H9NO2 in the gas phase (ωB97M-V with the def2-TZVPD basis set).

The value obtained for the gap between HOMO and LUMO is 10.11 eV. Its net charge is 0. The HOMO energy is -9.706 eV. The calculation puts the LUMO energy at 0.0148 hartree. The calculation puts the energy above the lowest of the compared OMol25 structures with the same formula, charge and spin at 1.442 eV. As for the SMILES: CC(=O)N[C@@H](C)C=O.

Structure (XYZ):
```
17
Properties=species:S:1:pos:R:3:forces:R:3
C 0.1135 0.9960 1.9184 -0.3 0.4 1.2
C -0.3919 1.4700 0.5763 0.4 1.3 -0.5
O -0.6315 2.6604 0.4537 -0.3 -0.1 -0.1
N -0.4129 0.6613 -0.5205 -0.1 -1.2 1.5
C -0.3481 -0.7968 -0.3765 0.4 0.6 -1.9
C -1.0040 -1.5035 -1.5503 -0.5 -0.3 -2.0
C 1.1437 -1.1533 -0.2688 -0.2 -1.0 2.2
O 1.6151 -2.2543 -0.3584 -0.3 0.0 -0.8
H 0.9744 0.3424 1.9634 -0.1 -0.4 -0.2
H -0.6224 0.7165 2.6788 -0.4 -0.8 -0.7
H 0.3963 1.9086 2.4196 0.6 0.5 -0.2
H -0.5620 1.0895 -1.4119 -0.3 0.1 -0.2
H -0.9311 -1.1383 0.4759 0.5 0.3 0.5
H -0.3922 -1.7719 -2.4179 1.0 -0.6 0.8
H -1.5533 -2.3826 -1.2275 0.1 -0.1 -0.1
H -1.6589 -0.9241 -2.2167 -0.7 0.6 1.2
H 1.7529 -0.3727 0.2176 0.1 0.5 -0.7
```
Forces are in eV/Å.

Entry from OMol25: C24H24N4O2 in the gas phase (ωB97M-V with the def2-TZVPD basis set).

The value obtained for the gap between HOMO and LUMO is 7.82 eV. Its net charge is 0. The HOMO energy is -7.722 eV. The calculation puts the LUMO energy at 0.0036 hartree. The calculation puts the energy above the lowest of the compared OMol25 structures with the same formula, charge and spin at 2.212 eV. As for the SMILES: CCOc1ccc(CN(C)c2nc(-c3cccnc3)nc3ccccc23)cc1OC.

Structure (XYZ):
```
54
Properties=species:S:1:pos:R:3:forces:R:3
C -4.7543 -0.4840 -0.9183 0.2 0.4 0.0
C -4.8754 1.0371 -0.9571 -0.4 -0.3 0.0
O -3.6494 1.6802 -1.2388 0.4 0.1 0.0
C -2.6709 1.6986 -0.2930 0.0 0.0 -0.1
C -2.8251 1.3635 1.0402 -0.2 0.1 -0.3
C -1.7439 1.3980 1.9103 0.3 0.2 0.0
C -0.4936 1.7792 1.4665 -0.4 0.2 0.2
C 0.6860 1.7731 2.4028 -0.2 0.0 0.0
N 1.9267 1.4145 1.7359 -0.1 0.1 0.0
C 3.1198 1.9267 2.3675 0.3 0.1 0.1
C 1.9354 0.3157 0.9366 -0.2 -0.4 -0.2
N 0.8760 -0.4695 0.9932 0.3 0.2 0.4
C 0.8671 -1.6002 0.2741 0.8 0.0 -0.3
C -0.3604 -2.3995 0.3162 -0.5 -0.4 0.0
C -0.4491 -3.6222 -0.3465 -0.1 0.2 0.1
C -1.6456 -4.3150 -0.3080 0.0 0.1 0.0
C -2.7111 -3.7549 0.3819 0.0 -0.2 -0.1
N -2.6384 -2.5956 1.0176 -0.5 0.1 0.2
C -1.4919 -1.9418 0.9905 0.5 0.1 -0.1
N 1.8662 -2.0559 -0.4436 -0.5 -0.4 -0.1
C 2.9286 -1.2419 -0.6076 0.1 0.6 0.3
C 3.9632 -1.6497 -1.4721 0.2 0.1 0.0
C 4.9860 -0.7932 -1.7750 -0.1 -0.2 0.0
C 4.9970 0.5057 -1.2533 0.0 0.3 0.2
C 4.0238 0.9148 -0.3771 0.2 0.1 -0.1
C 3.0004 0.0357 0.0118 -0.1 -0.6 -0.2
C -0.3415 2.1772 0.1404 -0.1 0.1 -0.1
C -1.4017 2.1281 -0.7441 -0.1 0.0 -0.1
O -1.3290 2.4629 -2.0642 -0.3 -0.2 0.3
C -0.0811 2.8354 -2.5880 0.2 0.1 -0.1
H -5.7388 -0.9244 -0.7860 -0.1 -0.1 0.0
H -4.1102 -0.8121 -0.1058 0.0 -0.1 0.0
H -4.3313 -0.8403 -1.8545 0.0 -0.1 -0.1
H -5.3113 1.4171 -0.0242 0.0 0.0 -0.1
H -5.5256 1.3371 -1.7841 0.0 0.0 0.2
H -3.7816 1.0427 1.4191 -0.1 -0.1 0.0
H -1.8882 1.1077 2.9405 0.0 -0.1 0.1
H 0.4806 1.0869 3.2347 0.0 0.1 0.0
H 0.8304 2.7792 2.8127 0.0 -0.1 0.0
H 3.3077 2.9637 2.0728 0.1 0.0 0.1
H 3.9827 1.3165 2.1111 0.0 0.1 0.0
H 2.9978 1.8987 3.4547 0.0 0.0 0.0
H 0.4128 -3.9989 -0.8757 0.0 0.0 0.0
H -1.7547 -5.2663 -0.8064 0.0 -0.1 0.0
H -3.6713 -4.2527 0.4308 0.0 -0.1 -0.1
H -1.4589 -0.9984 1.5149 0.1 0.0 0.0
H 3.8996 -2.6362 -1.9033 0.0 -0.1 0.0
H 5.7748 -1.1027 -2.4451 0.0 0.0 -0.1
H 5.7761 1.1924 -1.5502 0.0 0.1 0.0
H 4.0255 1.9333 -0.0212 0.0 0.1 0.1
H 0.6323 2.4953 -0.1971 0.1 0.0 -0.1
H 0.2960 3.7534 -2.1233 0.0 0.0 0.0
H -0.2492 3.0153 -3.6488 0.1 0.0 0.1
H 0.6624 2.0387 -2.4705 0.0 0.0 0.0
```
Forces are in eV/Å.

Entry from OMol25: a 2-piece molecular cluster, C6H12O2 overall (ωB97M-V with the def2-TZVPD basis set).

The value obtained for the gap between HOMO and LUMO (alpha / beta) is 8.52 / 5.01 eV. Its net charge is +1. The HOMO energy (alpha / beta) is -13.966 / -13.901 eV. The calculation puts the LUMO energy (alpha / beta) at -0.2003 / -0.3268 hartree. The multiplicity is 2. The calculation puts the energy above the lowest of the compared OMol25 structures with the same formula, charge and spin at 2.087 eV.

Structure (XYZ):
```
20
Properties=species:S:1:pos:R:3:forces:R:3
O -2.5584 -0.8896 -2.0202 -0.1 0.1 0.0
C -1.9311 -1.0931 -1.0262 0.1 -0.2 -0.3
C -1.9134 -0.0943 0.1251 0.6 0.4 -1.2
C -0.8626 -0.4231 1.2034 -0.2 -0.9 0.8
C 0.4975 0.0733 0.9164 0.0 0.9 0.3
C 1.4281 -0.7436 0.2542 0.0 -1.1 -0.2
C 0.8935 1.4169 1.3801 -0.6 -0.4 0.5
H -1.3455 -2.0415 -0.9438 0.0 0.2 0.3
H -1.6972 0.8812 -0.3372 -0.2 -0.2 0.2
H -2.9359 -0.0396 0.4726 -0.1 0.0 0.6
H -0.8210 -1.5093 1.3426 0.0 -0.1 -0.3
H -1.1781 -0.0576 2.1851 0.0 0.4 -0.2
H 2.5090 -0.6657 0.2591 0.0 0.7 0.2
H 1.0887 -1.6546 -0.2250 -0.2 0.0 -0.1
H 1.8911 1.3765 1.8181 0.1 0.3 -0.2
H 0.1645 1.8209 2.0760 0.0 -0.2 0.3
H 0.8290 2.1366 0.5725 0.5 0.2 -0.7
H 1.3977 0.2330 -3.1410 0.2 0.2 -0.2
H 2.4637 0.4218 -2.0672 0.2 0.2 -0.4
O 2.0805 0.8515 -2.8448 -0.3 -0.4 0.6
```
Forces are in eV/Å.

Entry from OMol25: C5H7NO in the gas phase (ωB97M-V with the def2-TZVPD basis set).

The value obtained for the gap between HOMO and LUMO is 10.21 eV. Its net charge is 0. The HOMO energy is -9.486 eV. The calculation puts the LUMO energy at 0.0267 hartree. The calculation puts the energy above the lowest of the compared OMol25 structures with the same formula, charge and spin at 2.581 eV. As for the SMILES: O=C1CN2CC[C@@H]12.

Structure (XYZ):
```
14
Properties=species:S:1:pos:R:3:forces:R:3
O 2.0993 1.2609 -1.2510 -0.2 -0.1 0.7
C 1.3164 0.6111 -0.6148 0.4 0.3 -0.3
C 1.4282 -0.6367 0.2738 0.2 -0.1 0.1
N 0.0329 -0.9833 -0.0960 0.0 -0.2 0.0
C -0.9444 -0.4357 0.8929 -0.1 0.0 0.2
C -1.4000 0.6300 -0.1160 0.0 0.2 0.0
C -0.1403 0.2821 -0.9199 -0.1 0.1 -0.3
H 2.1719 -1.3525 -0.0899 -0.1 0.1 0.0
H 1.5802 -0.4716 1.3464 0.0 0.0 -0.2
H -0.4538 0.0049 1.7718 0.0 -0.1 -0.1
H -1.6846 -1.1590 1.2512 0.1 0.1 -0.2
H -1.5492 1.6533 0.2285 0.1 -0.1 0.0
H -2.2891 0.2970 -0.6619 0.2 0.1 0.0
H -0.1675 0.2995 -2.0151 -0.5 -0.5 0.1
```
Forces are in eV/Å.

Question: Which formula does entry 4 have?
Answer: C5H7NO

Question: net charge of number 4 (C5H7NO)?
Answer: 0

Question: Which value of net charge does entry 1 give?
Answer: 0